{"formula": "C5H3Cl3", "method": "ωB97M-V/def2-TZVPD", "e_tot_ev": -42799.8468, "homo_lumo_gap_ha": 0.334, "smiles": "ClC1=C(Cl)[C@@H](Cl)C=C1", "de_lowest_kj_mol": 28.7, "fmax_ev_per_a": 1.9, "elements": ["Cl", "C", "C", "Cl", "C", "Cl", "C", "C", "H", "H", "H"], "xyz": [[2.88, 0.37, -0.67], [1.25, 0.13, -0.30], [0.33, 1.08, -0.10], [0.48, 2.80, -0.03], [-0.95, 0.43, 0.30], [-2.30, 0.68, -0.92], [-0.65, -1.10, 0.36], [0.59, -1.23, -0.09], [-1.28, 0.84, 1.24], [-1.50, -1.82, 0.47], [1.16, -2.18, -0.26]]}